Entry i
Below is one molecule with the formula C21H24N4O4, with properties calculated with ωB97M-V/def2-TZVPD.

## Properties
Frontier orbital gap (eV): 7.21

Positions of all 53 atoms, in Å:
C1 0.367 -3.305 -0.532
N1 1.608 -2.569 -0.385
C2 1.785 -1.225 -0.391
C3 0.676 -0.247 -0.593
C4 -0.628 -0.575 -0.083
C5 -1.759 0.308 -0.371
C6 -3.067 -0.433 -0.766
C7 -3.768 -0.098 -1.928
C8 -5.028 -0.658 -2.142
C9 -5.567 -1.562 -1.226
C10 -4.826 -1.936 -0.112
C11 -3.539 -1.427 0.079
O1 0.837 0.832 -1.247
N2 3.129 -1.019 -0.289
C12 3.864 0.286 -0.273
C13 5.339 0.035 0.008
C14 3.308 1.185 0.824
C15 3.736 0.946 -1.640
C16 3.764 -2.236 -0.214
C17 2.831 -3.180 -0.272
H1 0.644 -4.324 -0.809
H2 -0.136 -3.364 0.434
H3 -0.318 -2.888 -1.285
H4 -0.729 -1.330 0.717
H5 -1.530 1.233 -0.930
H6 -3.344 0.584 -2.667
H7 -5.591 -0.410 -3.033
H8 -6.562 -1.972 -1.366
H9 -5.204 -2.646 0.609
H10 -2.906 -1.771 0.904
H11 5.814 -0.548 -0.796
H12 5.862 1.004 0.050
H13 5.492 -0.462 0.978
H14 2.268 1.472 0.637
H15 3.371 0.677 1.797
H16 3.921 2.103 0.869
H17 2.686 1.186 -1.855
H18 4.330 1.876 -1.658
H19 4.127 0.265 -2.411
H20 4.830 -2.347 -0.117
H21 2.931 -4.243 -0.196
C18 -1.875 1.290 1.059
C19 -0.723 1.893 1.857
O2 0.237 1.230 2.229
N3 -0.819 3.220 2.363
C20 -1.851 4.159 2.141
O3 -1.795 5.353 2.465
N4 -2.969 3.522 1.576
C21 -3.082 2.187 1.120
O4 -4.209 1.796 0.879
H22 -2.161 0.380 1.669
H23 0.010 3.618 2.826
H24 -3.786 4.134 1.499

Entry ii
Below is one molecule with the formula C21H24N4O4, with properties calculated with ωB97M-V/def2-TZVPD.

## Properties
SMILES: COc1ccccc1CCc1nnc(CCC(=O)NCCOc2cccnc2)o1
Frontier orbital gap (eV): 9.28

Positions of all 53 atoms, in Å:
C1 1.278 -0.167 1.847
O1 0.182 -0.939 1.404
C2 0.348 -2.277 1.206
C3 1.563 -2.939 1.338
C4 1.644 -4.300 1.100
C5 0.520 -5.015 0.734
C6 -0.692 -4.357 0.605
C7 -0.800 -2.997 0.836
C8 -2.113 -2.288 0.658
C9 -2.324 -1.827 -0.800
C10 -1.193 -1.005 -1.279
N1 -1.167 0.259 -1.540
N2 0.094 0.558 -1.930
C11 0.775 -0.540 -1.887
C12 2.209 -0.755 -2.192
C13 2.939 0.565 -2.435
C14 2.924 1.410 -1.165
O2 3.603 1.133 -0.195
N3 2.131 2.495 -1.238
C15 1.951 3.410 -0.134
C16 0.481 3.763 0.070
O3 -0.172 2.667 0.670
C17 -1.531 2.656 0.695
C18 -2.138 1.507 1.204
C19 -3.515 1.441 1.251
C20 -4.246 2.530 0.795
N4 -3.680 3.626 0.328
C21 -2.361 3.694 0.277
O4 0.012 -1.581 -1.498
H1 0.904 0.854 1.911
H2 2.112 -0.189 1.141
H3 1.623 -0.500 2.830
H4 2.453 -2.398 1.620
H5 2.596 -4.799 1.203
H6 0.583 -6.077 0.549
H7 -1.577 -4.910 0.321
H8 -2.934 -2.958 0.920
H9 -2.148 -1.417 1.311
H10 -3.233 -1.231 -0.878
H11 -2.405 -2.707 -1.443
H12 2.291 -1.405 -3.068
H13 2.663 -1.284 -1.348
H14 3.979 0.350 -2.682
H15 2.473 1.102 -3.260
H16 1.433 2.516 -1.967
H17 2.359 2.935 0.762
H18 2.509 4.333 -0.331
H19 0.401 4.649 0.717
H20 0.025 3.993 -0.903
H21 -1.512 0.697 1.540
H22 -4.014 0.564 1.635
H23 -5.327 2.530 0.808
H24 -1.972 4.626 -0.110

Order from most stable to least stable according to the calculation: entry ii, entry i

Entry i
Below is one molecule with the formula C2BrNO2, with properties calculated with ωB97M-V/def2-TZVPD.

## Properties
Frontier orbital gap (eV): 8.96

Positions of all 6 atoms, in Å:
C1 -0.621 0.340 -0.133
C2 1.363 -0.470 0.217
N1 -1.684 -0.115 0.003
O1 -2.828 -0.399 -0.094
O2 0.623 0.603 0.046
Br1 3.147 0.040 -0.039

Entry ii
Below is a 2-piece molecular cluster, C2BrNO2 overall, with properties calculated with ωB97M-V/def2-TZVPD.

## Properties
Frontier orbital gap (eV): 9.36

Positions of all 6 atoms, in Å:
C1 1.581 -0.256 -0.114
C2 -0.838 -0.380 -0.566
N1 -0.414 0.280 0.349
O1 2.462 0.411 0.164
O2 -1.190 -0.941 -1.488
Br1 -1.601 0.886 1.655

Order from most stable to least stable according to the calculation: entry ii, entry i

Entry i
Below is C30H47AsClN5O5SScSeSi as an isolated structure, with properties calculated with ωB97M-V/def2-TZVPD.

## Properties
Net charge: +1
Frontier orbital gap (eV): 8.32

Positions of all 93 atoms, in Å:
Sc1 0.673 1.119 0.017
O1 0.053 3.674 2.305
Cl1 0.973 3.404 1.289
O2 0.256 3.168 0.051
O3 1.942 4.380 1.120
O4 1.592 2.118 1.564
C1 2.366 -2.708 -3.955
C2 1.682 -1.751 -2.988
N1 0.628 -2.432 -2.267
C3 0.315 -2.260 -0.992
S1 1.333 -1.402 0.090
N2 -0.771 -2.829 -0.471
C4 -1.735 -3.663 -1.159
C5 -1.261 -5.110 -1.258
H1 3.148 -2.192 -4.506
H2 1.652 -3.106 -4.671
H3 2.816 -3.536 -3.414
H4 1.237 -0.905 -3.527
H5 2.394 -1.366 -2.254
H6 -0.048 -2.887 -2.865
H7 -0.838 -2.784 0.537
H8 -1.926 -3.246 -2.150
H9 -2.664 -3.608 -0.591
H10 -0.277 -5.160 -1.713
H11 -1.948 -5.695 -1.859
H12 -1.196 -5.566 -0.275
C6 -1.626 1.129 3.769
As1 -1.357 0.970 1.827
C7 -2.614 2.376 1.323
C8 -2.506 -0.638 1.438
C9 -3.927 -0.593 1.884
C10 -4.887 -0.003 1.066
C11 -6.224 -0.021 1.420
C12 -6.620 -0.630 2.599
C13 -5.670 -1.196 3.432
C14 -4.331 -1.178 3.081
H13 -2.697 1.222 3.978
H14 -1.126 2.045 4.093
H15 -1.221 0.275 4.317
H16 -3.615 2.167 1.714
H17 -2.655 2.446 0.234
H18 -2.248 3.325 1.724
H19 -1.986 -1.495 1.886
H20 -2.464 -0.731 0.344
H21 -4.565 0.442 0.133
H22 -6.953 0.423 0.760
H23 -7.667 -0.671 2.857
H24 -5.977 -1.675 4.349
H25 -3.601 -1.646 3.730
C15 -3.972 0.270 -3.066
Si1 -2.699 1.683 -3.260
C16 -1.888 1.800 -4.982
C17 -3.064 3.368 -2.439
Se1 -0.875 0.705 -1.832
H26 -4.941 0.526 -3.479
H27 -4.100 0.011 -2.018
H28 -3.602 -0.620 -3.569
H29 -2.618 2.082 -5.733
H30 -1.458 0.843 -5.265
H31 -1.094 2.543 -4.989
H32 -3.394 4.093 -3.177
H33 -2.157 3.757 -1.975
H34 -3.838 3.306 -1.677
C18 1.222 -1.853 3.370
C19 2.376 -0.942 3.074
C20 3.409 -1.343 2.236
C21 4.456 -0.494 1.928
C22 4.502 0.781 2.480
N3 5.517 1.701 2.173
C23 6.428 1.760 1.166
O5 7.468 2.361 1.280
N4 6.156 1.108 -0.059
C24 5.037 1.179 -0.856
C25 5.133 0.945 -2.236
C26 4.000 1.057 -3.015
C27 2.774 1.318 -2.416
N5 2.656 1.495 -1.095
C28 3.767 1.480 -0.352
C29 3.498 1.174 3.363
C30 2.443 0.327 3.640
H35 1.255 -2.727 2.724
H36 0.272 -1.328 3.210
H37 1.256 -2.185 4.407
H38 3.394 -2.332 1.802
H39 5.241 -0.826 1.268
H40 5.723 2.367 2.909
H41 7.019 1.025 -0.586
H42 6.084 0.705 -2.688
H43 4.062 0.946 -4.085
H44 1.860 1.394 -3.001
H45 3.644 1.731 0.691
H46 3.533 2.156 3.810
H47 1.655 0.656 4.303

Entry ii
Below is C30H47AsClN5O5SScSeSi as an isolated structure, with properties calculated with ωB97M-V/def2-TZVPD.

## Properties
Net charge: +1
Frontier orbital gap (eV): 8.27

Positions of all 93 atoms, in Å:
Sc1 0.207 -0.182 0.299
O1 -3.128 -0.248 -0.661
Cl1 -2.246 0.751 -0.183
O2 -2.839 2.022 -0.050
O3 -1.647 0.305 1.109
O4 -1.042 0.827 -1.061
C1 5.484 0.432 0.284
C2 4.150 1.106 0.561
N1 3.719 1.942 -0.564
C3 2.871 1.582 -1.518
S1 2.099 0.040 -1.569
N2 2.625 2.448 -2.506
C4 3.222 3.775 -2.680
C5 4.522 3.742 -3.476
H1 5.788 -0.157 1.150
H2 6.268 1.165 0.080
H3 5.397 -0.238 -0.573
H4 4.210 1.746 1.442
H5 3.382 0.359 0.742
H6 4.260 2.780 -0.718
H7 2.059 2.077 -3.253
H8 3.383 4.228 -1.701
H9 2.486 4.387 -3.197
H10 5.268 3.112 -2.986
H11 4.929 4.749 -3.560
H12 4.351 3.350 -4.479
C6 -1.868 -2.899 -2.118
As1 -0.685 -2.570 -0.609
C7 0.862 -3.592 -1.203
C8 -1.629 -3.620 0.772
C9 -0.940 -4.737 1.505
C10 -1.020 -4.783 2.895
C11 -0.486 -5.848 3.608
C12 0.152 -6.884 2.939
C13 0.233 -6.854 1.552
C14 -0.319 -5.796 0.844
H13 -2.793 -2.348 -1.986
H14 -2.080 -3.963 -2.188
H15 -1.386 -2.565 -3.034
H16 0.577 -4.475 -1.764
H17 1.472 -3.857 -0.344
H18 1.446 -2.938 -1.848
H19 -2.521 -3.996 0.275
H20 -1.950 -2.869 1.490
H21 -1.532 -3.985 3.423
H22 -0.580 -5.879 4.687
H23 0.568 -7.717 3.492
H24 0.715 -7.665 1.021
H25 -0.297 -5.811 -0.237
C15 3.954 -1.515 3.974
Si1 2.499 -2.626 3.681
C16 2.822 -4.211 2.792
C17 1.261 -2.658 5.051
Se1 1.411 -1.402 1.983
H26 4.647 -1.908 4.726
H27 3.594 -0.539 4.308
H28 4.495 -1.376 3.036
H29 3.366 -4.934 3.408
H30 3.407 -4.003 1.894
H31 1.871 -4.653 2.493
H32 1.673 -3.139 5.945
H33 0.375 -3.211 4.734
H34 0.964 -1.641 5.309
C18 -3.438 7.001 4.233
C19 -2.269 7.061 3.283
C20 -2.341 6.507 2.009
C21 -1.284 6.603 1.112
C22 -0.113 7.238 1.494
N3 1.013 7.379 0.631
C23 1.455 6.581 -0.376
O5 2.253 6.948 -1.215
N4 0.943 5.269 -0.423
C24 1.017 4.298 0.573
C25 1.385 4.527 1.897
C26 1.438 3.449 2.766
C27 1.154 2.175 2.312
N5 0.816 1.950 1.037
C28 0.723 2.991 0.212
C29 -0.024 7.798 2.763
C30 -1.091 7.712 3.641
H35 -4.227 6.358 3.846
H36 -3.858 7.998 4.384
H37 -3.134 6.623 5.211
H38 -3.248 6.000 1.699
H39 -1.393 6.201 0.113
H40 1.501 8.260 0.672
H41 0.921 4.923 -1.368
H42 1.627 5.520 2.245
H43 1.714 3.594 3.802
H44 1.221 1.312 2.956
H45 0.405 2.779 -0.802
H46 0.882 8.313 3.061
H47 -1.007 8.159 4.625

Order from most stable to least stable according to the calculation: entry ii, entry i